#1
Density functional theory data (ωB97M-V with the def2-TZVPD basis set) for the molecule C3H4O2.

Summary:
Net charge: 0
Structure (SMILES): C=COC=O
HOMO level: -9.65 eV
LUMO: 1.02 eV
Gap between HOMO and LUMO: 10.666 eV

XYZ file:
```
9
C3H4O2 | the OMol25 dataset | ωB97M-V with the def2-TZVPD basis set
H 1.92020 1.31258 -0.11241
C 1.33707 0.40812 -0.02622
C -0.89413 -0.33545 -0.13795
C -2.21018 -0.08438 0.08367
H -2.75047 0.89306 0.30554
O 0.00042 0.69548 -0.02552
H -2.74398 -1.06234 -0.03269
O 1.82770 -0.66718 0.09792
H -0.44720 -1.29946 -0.25663
```


#2
Density functional theory data (ωB97M-V with the def2-TZVPD basis set) for the molecule C3H4O2.

Summary:
Net charge: 0
Structure (SMILES): COC1=CO1
HOMO level: -7.70 eV
LUMO: 0.79 eV
Gap between HOMO and LUMO: 8.484 eV

XYZ file:
```
9
C3H4O2 | the OMol25 dataset | ωB97M-V with the def2-TZVPD basis set
C -0.86624 0.06390 0.01504
H 1.98434 1.11391 0.68479
O 0.05285 0.96989 0.07200
O -2.41508 0.20998 -0.09373
H -1.84359 -2.01435 0.04507
C 1.40266 0.51235 -0.01569
H 1.78385 0.67996 -1.02746
C -1.58576 -0.99177 0.07906
H 1.48697 -0.54388 0.24093
```


#3
Density functional theory data (ωB97M-V with the def2-TZVPD basis set) for the molecule C3H4O2.

Summary:
Net charge: 0
Structure (SMILES): O=C/C=C/O
HOMO level: -9.68 eV
LUMO: 0.37 eV
Gap between HOMO and LUMO: 10.047 eV

XYZ file:
```
9
C3H4O2 | the OMol25 dataset | ωB97M-V with the def2-TZVPD basis set
C -0.56112 -1.00874 0.06399
H -1.98402 0.21784 -0.26973
O 2.91680 -0.66937 -0.06154
H 2.11448 1.11374 0.26195
C 1.93153 0.03444 0.04679
H -0.40956 -2.05136 0.31430
C 0.44243 -0.10408 -0.08813
O -1.85433 -0.71975 -0.05853
H 0.06003 0.89780 -0.30085
```


Least stable = #2


#1
Density functional theory data (ωB97M-V with the def2-TZVPD basis set) for a structure of composition C2H3Cl2F.

Summary:
Net charge: 0
HOMO level: -10.80 eV
LUMO: 0.21 eV
Gap between HOMO and LUMO: 11.013 eV

XYZ file:
```
8
C2H3Cl2F | the OMol25 dataset | ωB97M-V with the def2-TZVPD basis set
H 1.03392 -0.47341 1.50749
Cl -0.21832 0.88296 -1.94273
Cl 0.43229 2.06298 0.53808
H -0.74328 -1.70496 0.58264
C 0.36831 -0.67869 0.20234
C -0.30671 0.49735 -0.07704
F -1.69044 0.40416 0.15598
H 1.12422 -0.99039 -0.96677
```


#2
Density functional theory data (ωB97M-V with the def2-TZVPD basis set) for the molecule C2H3Cl2F.

Summary:
Net charge: 0
Structure (SMILES): F[C@@H](Cl)CCl
HOMO level: -11.30 eV
LUMO: 0.90 eV
Gap between HOMO and LUMO: 12.197 eV

XYZ file:
```
8
C2H3Cl2F | the OMol25 dataset | ωB97M-V with the def2-TZVPD basis set
C 0.50417 0.41532 -0.33920
Cl 2.16105 -0.20574 -0.04498
C -0.51157 -0.49168 0.31532
H 0.34316 0.52053 -1.40898
Cl -2.15768 0.05837 -0.10500
H -0.39046 -1.53458 0.00217
F 0.44133 1.67105 0.19150
H -0.39000 -0.43328 1.38917
```


Least stable = #1